1.
{"formula": "C35H37BeIP2", "method": "the ωB97M-V functional and the def2-TZVPD basis", "symbols": ["Be", "C", "C", "C", "C", "C", "C", "C", "C", "C", "H", "H", "H", "H", "H", "H", "H", "H", "H", "H", "H", "H", "H", "H", "H", "P", "P", "C", "C", "C", "C", "C", "C", "C", "C", "C", "C", "C", "C", "C", "C", "C", "C", "C", "C", "C", "C", "C", "C", "C", "C", "C", "C", "H", "H", "H", "H", "H", "H", "H", "H", "H", "H", "H", "H", "H", "H", "H", "H", "H", "H", "H", "H", "H", "H", "I"], "coordinates": [[-0.8511, -2.5233, 1.0687], [5.0040, 3.8911, 3.8014], [4.1645, 4.1357, 2.7952], [4.3770, 3.8442, 1.3432], [3.7773, 2.5137, 0.8455], [4.2763, 1.2782, 1.5239], [5.3178, 1.1611, 2.3620], [6.4429, 2.1446, 2.5651], [6.3133, 3.1762, 3.7060], [0.5836, -3.1154, 1.9103], [4.8187, 4.3166, 4.7896], [3.2100, 4.6273, 3.0223], [5.4376, 3.9213, 1.0937], [3.8841, 4.6575, 0.7910], [2.6759, 2.5636, 0.9067], [3.9767, 2.4624, -0.2367], [3.6933, 0.3894, 1.2611], [5.4382, 0.2857, 3.0276], [6.7238, 2.6391, 1.6213], [7.3220, 1.5269, 2.8331], [6.5048, 2.6807, 4.6685], [7.1457, 3.8915, 3.6028], [0.6947, -3.3638, 2.9753], [1.3366, -2.3522, 1.6705], [0.8543, -4.0406, 1.3900], [-2.8638, 0.1316, 0.1359], [-1.3113, -2.4785, -0.9858], [-2.0800, 0.1670, -1.4998], [-1.4936, -0.9562, -1.9644], [-4.5148, 0.8730, -0.3465], [-4.7465, 1.6815, -1.4647], [-6.0018, 2.2769, -1.6688], [-7.0528, 2.0228, -0.7816], [-6.8449, 1.1622, 0.3025], [-5.5943, 0.5800, 0.5071], [-1.9350, 1.6408, 0.6868], [-0.5428, 1.4991, 0.8720], [0.1190, 2.3643, 1.7450], [-0.4804, 3.5833, 2.0833], [-1.7986, 3.8282, 1.6969], [-2.5570, 2.8338, 1.0606], [-2.2999, -3.4905, -2.2490], [-3.6341, -3.1372, -2.5483], [-4.3201, -3.7939, -3.5791], [-3.6723, -4.7851, -4.3405], [-2.3355, -5.0982, -4.0799], [-1.6591, -4.4477, -3.0485], [0.3668, -2.9607, -1.5673], [0.8396, -4.1619, -1.0075], [2.1934, -4.4740, -1.0658], [3.0428, -3.7144, -1.8788], [2.5254, -2.6333, -2.5999], [1.1948, -2.2237, -2.4252], [-2.1022, 1.1174, -2.0565], [-1.1953, -1.0414, -3.0183], [-3.9567, 1.8728, -2.2011], [-6.1515, 2.9400, -2.5205], [-8.0269, 2.5000, -0.9340], [-7.6609, 0.9527, 0.9878], [-5.4372, -0.1057, 1.3448], [0.0180, 0.7090, 0.3662], [1.0731, 2.0565, 2.1757], [0.0807, 4.3331, 2.6435], [-2.2648, 4.7887, 1.9094], [-3.6149, 3.0011, 0.8299], [-4.1252, -2.3366, -1.9970], [-5.3590, -3.5378, -3.7984], [-4.2014, -5.2920, -5.1468], [-1.8038, -5.8424, -4.6791], [-0.6098, -4.6745, -2.8984], [0.1445, -4.7984, -0.4447], [2.5701, -5.3016, -0.4679], [4.0951, -3.9819, -1.9600], [3.1598, -2.0867, -3.2974], [0.8279, -1.3331, -2.9394], [-1.1248, -0.9395, 2.7759]], "forces_ev_per_a": [[0.705, 0.742, 2.914], [0.074, 0.545, -0.156], [-0.360, 0.156, 0.640], [-0.177, 0.144, -0.332], [0.384, 0.565, -0.651], [0.211, -0.500, 0.334], [-0.297, -0.067, 0.250], [0.795, -0.021, 0.099], [0.304, -0.208, -0.081], [0.156, -1.862, -1.479], [-0.391, -0.260, -0.189], [0.371, -0.063, 0.049], [-0.254, -0.057, -0.037], [0.100, -0.199, 0.006], [0.438, -0.124, 0.164], [-0.031, -0.101, 0.097], [-0.044, 0.138, 0.632], [-0.265, 0.085, -0.934], [-0.214, -0.240, 0.414], [-0.254, 0.261, -0.234], [-0.134, -0.005, -0.187], [-0.208, -0.042, 0.028], [-0.645, 0.474, -0.279], [0.088, -0.183, -0.072], [0.747, -0.036, 0.188], [-0.446, 1.320, -0.570], [0.163, -0.340, -3.388], [0.469, -0.966, -0.521], [-0.750, 1.399, 0.289], [-0.063, -0.242, 0.042], [-0.298, 0.337, -0.101], [0.161, -0.338, 0.204], [0.247, -0.004, 0.063], [0.054, 0.136, -0.298], [0.206, 0.160, -0.089], [0.052, 0.224, -0.124], [-0.304, 0.325, 0.344], [-0.111, 0.251, -0.560], [-0.259, -0.328, 0.127], [-0.102, 0.029, -0.177], [0.366, 0.020, 0.193], [-0.367, -0.132, 0.066], [0.273, -0.444, -0.049], [0.455, -0.226, 0.002], [0.094, 0.306, 0.325], [-0.368, 0.181, 0.032], [-0.181, 0.045, 0.156], [0.232, -0.416, 0.174], [0.232, 0.508, 0.267], [-0.118, -0.062, -0.423], [-0.392, 0.067, 0.012], [-0.170, -0.067, 0.027], [0.255, -0.229, 0.401], [0.054, -0.706, -0.082], [0.171, 0.021, 0.520], [-0.343, 0.020, 0.438], [0.020, -0.196, 0.175], [0.390, -0.229, 0.071], [0.109, -0.014, -0.082], [-0.048, 0.283, -0.202], [-0.334, -0.104, 0.574], [-0.045, 0.360, -0.426], [-0.224, -0.263, -0.027], [0.124, -0.172, 0.034], [0.407, -0.091, 0.261], [0.043, -0.186, -0.029], [0.361, -0.017, 0.099], [0.085, 0.144, 0.216], [-0.239, 0.271, 0.186], [-0.212, -0.053, 0.033], [0.416, 0.318, -0.100], [-0.015, 0.076, -0.307], [-0.228, 0.126, 0.014], [-0.104, -0.096, 0.247], [0.239, -0.291, 0.263], [-1.057, 0.142, 0.516]], "mulliken_charge": [-0.332, -0.441, -0.297, -0.934, -0.062, -0.566, -0.237, -0.888, -0.551, -0.695, 0.379, 0.300, 0.388, 0.412, -0.106, 0.333, 0.484, 0.333, 0.363, 0.390, 0.373, 0.280, 0.428, 0.058, 0.152, 0.160, 1.235, -0.760, -0.938, 0.281, 0.088, -0.598, -0.461, -0.566, -0.471, 0.789, -0.644, -0.586, -0.633, -0.605, -0.607, 0.360, -0.362, -0.739, -0.376, -0.782, -0.138, 0.483, -0.787, -0.788, -0.494, -0.695, -0.163, 0.610, 0.812, 0.195, 0.393, 0.356, 0.384, 0.371, 0.422, 0.720, 0.374, 0.364, 0.335, 0.434, 0.396, 0.364, 0.389, 0.302, 0.714, 0.421, 0.411, 0.406, 0.380, -0.320], "homo_energy_ev": -7.040, "e_lumo_ev": -0.2, "de_lowest_ev": 0.000, "fmax_ev_per_a": 3.41}

2.
{"formula": "C35H46BN9OReS3", "method": "the ωB97M-V functional and the def2-TZVPD basis", "symbols": ["Re", "C", "C", "N", "N", "C", "O", "C", "C", "C", "C", "C", "C", "C", "C", "C", "C", "C", "N", "H", "H", "H", "H", "H", "H", "H", "H", "H", "H", "H", "H", "C", "C", "C", "C", "N", "C", "C", "N", "B", "N", "C", "C", "N", "C", "S", "C", "C", "C", "C", "N", "C", "C", "N", "C", "S", "C", "C", "C", "C", "C", "S", "H", "H", "H", "H", "H", "H", "H", "H", "H", "H", "H", "H", "H", "H", "H", "H", "H", "H", "H", "H", "H", "H", "H", "H", "H", "H", "H", "H", "H", "H", "H", "H", "H", "H"], "coordinates": [[0.1608, -0.9817, 0.4599], [-1.1364, -0.8925, 4.6527], [-0.5336, -1.2349, 3.3394], [-0.3296, -0.3532, 2.4231], [-0.4872, 0.9802, 2.7018], [0.1190, 1.6279, 1.7436], [0.7181, 1.0133, 0.7543], [0.1344, 3.1007, 1.7710], [-0.6591, 3.7995, 2.6794], [-0.6343, 5.1843, 2.6926], [0.1897, 5.8747, 1.8113], [0.9906, 5.1805, 0.9140], [0.9639, 3.7947, 0.8962], [0.1409, -2.4971, 3.0155], [0.3188, -3.5229, 3.9174], [1.2749, -4.4965, 3.6541], [2.0346, -4.3951, 2.5060], [1.7540, -3.3857, 1.6034], [0.7942, -2.4759, 1.8234], [-0.6419, -0.0071, 5.0524], [-2.1871, -0.6314, 4.5124], [-1.0663, -1.7030, 5.3711], [-1.2960, 3.2516, 3.3612], [-1.2526, 5.7282, 3.3942], [0.2183, 6.9562, 1.8350], [1.6436, 5.7203, 0.2404], [1.6030, 3.2396, 0.2253], [-0.2466, -3.5356, 4.8370], [1.4417, -5.3003, 4.3590], [2.8290, -5.0941, 2.2871], [2.2807, -3.2994, 0.6662], [-5.5278, 3.0811, -0.5514], [-4.1111, 2.9301, -0.0031], [-3.4090, 4.2824, 0.1220], [-4.1714, 2.2739, 1.3682], [-3.3203, 2.1214, -1.0127], [-3.1879, 2.6002, -2.3181], [-2.2826, 1.8418, -2.9525], [-1.8668, 0.8753, -2.0491], [-0.7196, -0.0951, -2.0740], [0.3252, 0.1123, -3.2160], [0.7868, -0.8567, -4.0257], [1.9920, -0.4428, -4.5464], [2.2835, 0.7634, -4.0273], [1.2507, 1.1429, -3.1992], [0.9503, 2.5967, -2.4577], [3.6246, 1.4420, -4.3207], [4.6767, 0.3320, -4.3959], [4.0198, 2.4196, -3.2207], [3.4767, 2.1513, -5.6619], [-1.2066, -1.5254, -2.0179], [-2.0449, -2.1657, -2.9045], [-2.3120, -3.3630, -2.3663], [-1.6434, -3.4435, -1.1447], [-0.9633, -2.2818, -0.9350], [2.0183, -1.2385, -0.6327], [-1.9380, -4.6285, -0.2558], [-3.1192, -4.2447, 0.6312], [-0.7404, -4.9895, 0.5930], [-2.3007, -5.8232, -1.1409], [-2.5004, 1.0602, -0.8745], [-2.3076, 0.0012, 0.4801], [-6.1237, 3.6470, 0.1643], [-5.9956, 2.1054, -0.6902], [-5.5570, 3.6212, -1.4975], [-3.9207, 4.8818, 0.8749], [-3.4227, 4.8411, -0.8148], [-2.3710, 4.1491, 0.4376], [-4.7604, 2.9361, 2.0035], [-3.1871, 2.1600, 1.8189], [-4.6657, 1.3031, 1.3415], [-3.7537, 3.4394, -2.6770], [-1.9081, 1.8966, -3.9596], [-0.1082, 0.1717, -1.0413], [0.2536, -1.7758, -4.2027], [2.6350, -0.9458, -5.2455], [4.6368, -0.3109, -3.5146], [5.6587, 0.7991, -4.4299], [4.5847, -0.2806, -5.2932], [3.9752, 1.9588, -2.2325], [3.4176, 3.3218, -3.2231], [5.0531, 2.7052, -3.4138], [3.2078, 1.4529, -6.4565], [4.4275, 2.6142, -5.9257], [2.7186, 2.9337, -5.6084], [-2.4037, -1.7098, -3.8127], [-2.9415, -4.1513, -2.7308], [-2.8647, -3.3890, 1.2617], [-3.3885, -5.0842, 1.2739], [-3.9911, -3.9808, 0.0314], [-0.6683, -4.3143, 1.4343], [0.1860, -4.9712, 0.0162], [-0.8765, -5.9937, 0.9928], [-3.2950, -5.7355, -1.5786], [-2.3053, -6.7176, -0.5203], [-1.5708, -5.9732, -1.9379]], "forces_ev_per_a": [[-0.177, 1.217, -0.698], [0.010, -0.027, 0.024], [0.084, -0.123, 0.159], [-0.029, -0.029, 0.144], [0.195, -0.487, -0.200], [0.087, 0.270, -0.346], [-0.163, 0.093, 0.476], [0.088, -0.081, 0.013], [-0.078, 0.022, 0.003], [0.012, -0.035, 0.002], [-0.002, 0.002, 0.011], [-0.021, -0.043, 0.010], [0.031, 0.099, -0.053], [-0.088, 0.122, 0.107], [0.035, -0.118, 0.094], [-0.055, -0.039, 0.119], [0.013, 0.006, -0.068], [-0.254, -0.105, 0.000], [0.100, -0.151, -0.012], [0.003, 0.005, 0.010], [0.007, 0.016, -0.008], [-0.015, 0.004, -0.021], [0.021, 0.015, 0.015], [0.010, -0.004, 0.005], [-0.017, -0.003, -0.011], [-0.004, -0.013, 0.014], [0.034, -0.026, -0.030], [0.030, -0.018, 0.003], [0.002, 0.017, 0.001], [-0.016, 0.002, -0.004], [0.029, 0.005, -0.018], [-0.029, -0.007, 0.013], [0.001, -0.061, -0.103], [0.069, 0.005, -0.043], [-0.001, -0.026, 0.011], [-0.022, 0.264, -0.018], [-0.114, -0.033, 0.249], [0.056, -0.249, 0.163], [0.107, 0.244, -0.205], [-0.073, -0.232, -0.456], [0.181, -0.038, 0.480], [-0.106, -0.041, -0.124], [-0.084, -0.053, -0.073], [0.334, -0.014, 0.178], [-0.278, 0.135, -0.280], [0.094, -0.064, 0.131], [-0.176, -0.022, -0.072], [-0.037, -0.014, -0.002], [0.001, -0.031, 0.017], [-0.038, 0.050, -0.005], [0.274, 0.069, -0.483], [-0.020, 0.149, 0.067], [-0.038, -0.028, 0.230], [-0.044, -0.024, -0.159], [-0.125, -0.581, 0.328], [0.006, -0.066, 0.114], [-0.137, 0.194, -0.122], [-0.030, 0.021, 0.020], [0.184, 0.003, -0.049], [-0.015, -0.075, 0.017], [-0.196, 0.090, -0.019], [-0.036, -0.204, 0.034], [0.004, -0.004, -0.013], [0.001, 0.018, 0.005], [-0.001, -0.007, 0.017], [0.000, 0.001, -0.012], [0.000, -0.018, 0.017], [-0.053, 0.017, -0.010], [-0.016, -0.029, 0.001], [-0.012, 0.034, -0.004], [0.004, 0.015, -0.006], [0.014, -0.003, 0.032], [0.011, -0.015, 0.034], [0.141, -0.053, 0.070], [0.063, -0.001, 0.053], [-0.024, -0.025, 0.055], [0.026, 0.028, -0.004], [0.005, -0.005, -0.022], [0.011, 0.028, 0.026], [0.005, -0.002, -0.011], [0.009, -0.014, -0.011], [0.004, 0.012, 0.027], [0.017, 0.008, 0.020], [-0.014, 0.000, -0.004], [0.017, 0.000, 0.002], [0.050, -0.020, 0.021], [0.072, 0.051, -0.024], [-0.010, -0.008, -0.008], [0.015, 0.016, -0.004], [0.006, -0.001, 0.005], [0.095, 0.072, 0.105], [-0.043, -0.035, 0.003], [0.014, 0.021, 0.003], [0.038, -0.028, 0.027], [-0.038, 0.010, -0.006], [0.011, -0.014, 0.038]], "mulliken_charge": [1.698, -1.478, 0.347, 0.310, -1.025, -0.096, -0.756, 0.452, -0.030, -0.880, -0.431, -0.985, -0.148, 1.167, -0.694, -0.699, -0.722, -0.144, -0.018, 0.345, 0.303, 0.493, 0.441, 0.441, 0.432, 0.453, 0.839, 0.402, 0.492, 0.466, 0.399, -1.727, 1.339, -1.369, -2.035, 0.467, -0.502, -1.177, 1.102, 0.087, 0.361, -0.668, -0.636, 0.758, -0.191, -0.090, 1.074, -1.699, -1.867, -1.480, 0.774, -1.635, -0.283, 0.496, -0.677, -0.540, 1.289, -1.546, -1.386, -1.979, -0.131, -0.150, 0.463, 0.394, 0.402, 0.477, 0.401, 0.181, 0.589, 0.341, 0.431, 0.557, 0.700, -0.204, 0.705, 0.512, 0.365, 0.470, 0.464, 0.396, 0.447, 0.530, 0.370, 0.423, 0.353, 0.719, 0.596, 0.181, 0.472, 0.401, 0.147, 0.411, 0.559, 0.488, 0.460, 0.451], "homo_energy_ev": [-12.709, -12.941], "total_charge": 2, "e_lumo_ev": [-5.7, -7.7], "multiplicity": 4, "de_lowest_ev": 3.165, "fmax_ev_per_a": 1.41}